3 unconnected molecules or ions with the total composition C5H16N2O3 in a non-equilibrium geometry, computed with ωB97M-V/def2-TZVPD.

The geometry in XYZ format:
```
26
Properties=species:S:1:pos:R:3:forces:R:3
C 2.544323 0.470018 0.353859 -0.352 -1.991 -0.703
C 1.494958 1.546283 0.480489 -0.565 -0.520 1.371
C 0.668168 1.648911 -0.767663 -1.562 -0.548 0.060
O 1.067901 2.228765 -1.741280 0.839 0.751 -0.997
N -0.585181 1.059560 -0.818691 1.244 -0.299 2.187
C -1.166416 0.208626 0.204980 -1.406 -0.446 -0.399
C -0.717349 -1.265965 0.102316 -1.129 -0.340 -0.054
N -0.911158 -1.768120 -1.288746 -2.168 2.453 2.350
H 3.102855 0.313395 1.267881 0.023 0.058 0.282
H 2.057138 -0.521852 0.092058 0.655 1.067 0.383
H 3.264519 0.655326 -0.436108 0.005 0.290 -0.177
H 0.881157 1.328497 1.396343 0.472 0.327 -0.962
H 2.014713 2.474113 0.632915 -0.051 0.656 -0.043
H -1.072771 1.125985 -1.666928 -0.604 0.239 -1.278
H -0.962065 0.584225 1.192591 0.313 0.073 0.325
H -2.293668 0.266407 0.128225 1.213 -0.075 -0.235
H -1.374956 -1.887732 0.779667 0.811 0.643 -0.597
H 0.315285 -1.330976 0.436479 -0.010 -0.221 0.077
H -0.249939 -1.389690 -1.869463 1.948 1.338 -1.754
H -0.822933 -2.711531 -1.356856 0.190 -3.312 0.035
O 0.567443 -0.641768 2.838985 -0.312 1.819 -1.271
H 0.655057 -1.409082 3.335147 0.079 -2.482 1.281
H 1.052144 -0.009982 3.360718 0.267 0.624 0.170
O -3.055797 0.014179 -2.402221 0.997 -0.108 -0.004
H -2.536870 -0.733904 -2.049054 0.342 0.060 -0.138
H -3.936558 -0.253689 -2.205644 -1.239 -0.053 0.094
```
Positions in Å, forces in eV/Å.

As for the SMILES: CCC(=O)NCCN.O.O. Its gap between HOMO and LUMO is 9.5 eV. The value obtained for the HOMO energy is -9.151 eV. For the total energy, the calculation gives -14567.455 eV. As for the charge: 0. The LUMO energy is 0.3 eV.

Here are the Mulliken charges for atoms 1 to 6, given in e:
1 C -1.03
2 C -0.08
3 C 0.37
4 O -0.65
5 N -0.12
6 C -0.98

---

3 unconnected molecules or ions with the total composition C5H16N2O3 in a non-equilibrium geometry, computed with ωB97M-V/def2-TZVPD.

The geometry in XYZ format:
```
26
Properties=species:S:1:pos:R:3:forces:R:3
C -1.624419 -1.901508 1.570682 0.910 -0.645 0.466
N -1.166909 -1.010843 0.508506 -0.590 -1.629 0.475
C -0.447185 -1.634266 -0.509909 -0.162 1.616 1.128
O -0.084328 -2.787624 -0.424202 -0.068 -0.127 -0.397
C 0.138795 -0.657839 -1.469021 4.006 -3.147 -0.620
C -0.345544 0.675076 -1.809482 -0.917 1.450 -1.495
C 0.694398 1.775790 -1.699124 0.175 0.697 1.838
N 1.375631 1.773871 -0.350632 -0.573 -0.647 -0.277
H -1.018113 -1.841644 2.489009 -0.115 0.527 -0.198
H -1.396451 -2.913866 1.238562 -0.475 -0.055 -0.075
H -2.666298 -1.811153 1.850838 -0.227 0.219 -0.257
H -1.732080 -0.190339 0.404636 0.417 0.313 -0.490
H 1.207788 -0.672406 -1.090821 -1.056 1.164 0.992
H 0.697531 -1.258747 -2.248263 -2.031 0.295 -0.702
H -0.701446 0.713808 -2.863837 0.153 -0.177 0.507
H -1.241496 0.999599 -1.261076 0.313 -0.301 0.261
H 0.118247 2.704706 -1.692796 0.285 0.162 -0.968
H 1.482690 1.722782 -2.456175 -0.372 0.119 -0.068
H 1.614641 2.723135 -0.091090 0.177 -0.014 -0.123
H 0.675170 1.493723 0.336893 -0.005 0.103 -0.010
O 2.842931 -0.638385 0.846089 0.249 -0.550 0.261
H 2.704483 -1.402710 0.272451 -0.035 0.185 0.177
H 2.330082 0.086051 0.477304 -0.057 0.414 -0.387
O -1.065942 1.525659 2.392695 1.623 0.535 -1.327
H -0.433980 0.997002 2.895521 -0.878 -0.038 0.265
H -1.958200 1.530131 2.683250 -0.746 -0.469 1.025
```
Positions in Å, forces in eV/Å.

As for the SMILES: CNC(=O)CCCN.O.O. Its gap between HOMO and LUMO is 10.1 eV. The value obtained for the HOMO energy is -9.697 eV. For the total energy, the calculation gives -14566.417 eV. As for the charge: 0. The LUMO energy is 0.4 eV.

Here are the Mulliken charges for atoms 1 to 6, given in e:
1 C -1.12
2 N 0.01
3 C 0.52
4 O -0.66
5 C 0.00
6 C -0.61

---

4 unconnected molecules or ions with the total composition C5H16N2O4 in a non-equilibrium geometry, computed with ωB97M-V/def2-TZVPD.

The geometry in XYZ format:
```
27
Properties=species:S:1:pos:R:3:forces:R:3
C -2.148951 -0.387180 -0.995239 -0.835 0.015 -0.339
C -1.507284 0.430940 -0.166276 0.390 0.395 0.016
N -2.089570 1.605755 0.292965 0.082 0.180 -0.359
C -0.057757 0.228024 0.212319 -1.941 -0.671 0.725
C 0.939140 1.053143 -0.572176 1.623 -0.246 -0.270
N 2.194655 0.294661 -0.716675 -0.001 -0.391 0.629
C 1.261472 2.329856 0.202602 -0.247 -0.101 0.103
O 2.380911 2.626363 0.511607 0.370 0.165 0.016
H -1.800372 -1.312349 -1.422509 0.457 -0.053 0.327
H -3.155400 -0.130269 -1.300679 -0.175 -0.035 0.098
H -1.866904 1.899306 1.227545 0.014 -0.053 0.093
H -3.057105 1.728106 0.040952 -0.036 0.031 0.181
H 0.045121 -0.846620 0.126437 0.736 -0.089 -0.509
H 0.037027 0.352445 1.301868 0.222 0.379 -0.145
H 0.622987 1.307470 -1.585242 -0.676 0.136 0.161
H 2.408922 -0.008908 -1.651385 -0.194 0.132 -0.239
H 2.978213 0.823742 -0.362159 0.092 0.238 -0.012
H 0.425320 2.954945 0.561497 -0.210 -0.133 -0.252
O 1.692838 -1.913366 1.444472 0.554 0.133 -0.114
H 2.071750 -1.276543 0.805749 -0.307 -0.019 -0.046
H 2.479786 -2.356169 1.785617 -0.230 -0.085 0.109
O -0.134071 -0.790983 -3.412369 -0.403 -0.207 0.963
H 0.297726 -1.119584 -2.603149 0.076 0.070 -0.550
H -1.046735 -0.701441 -3.069430 0.541 0.212 -0.542
O -1.265342 -2.285547 3.429457 0.401 0.078 -0.551
H -0.681790 -1.565732 3.154201 -0.073 0.093 0.297
H -1.024587 -2.940064 2.760000 -0.231 -0.176 0.208
```
Positions in Å, forces in eV/Å.

As for the SMILES: C=C(N)C[C@H](N)C=O.O.O.O. Its gap between HOMO and LUMO is 9.4 eV. The value obtained for the HOMO energy is -8.845 eV. For the total energy, the calculation gives -16613.858 eV. As for the charge: 0. The LUMO energy is 0.5 eV.

Here are the Mulliken charges for atoms 1 to 6, given in e:
1 C -1.64
2 C 0.56
3 N -0.46
4 C -1.10
5 C 0.27
6 N -0.62

---

2 unconnected molecules or ions with the total composition C5H16N3 in a non-equilibrium geometry, computed with ωB97M-V/def2-TZVPD.

The geometry in XYZ format:
```
24
Properties=species:S:1:pos:R:3:forces:R:3
C 1.515176 -0.424620 -1.437927 0.744 -1.919 0.149
C 3.031768 -0.153264 -1.051327 -3.362 1.565 -1.983
H 0.861227 0.462718 -1.388513 0.421 -0.508 -0.087
H 1.624876 -0.815487 -2.518500 -1.046 0.461 1.729
H 1.112246 -1.246115 -0.765496 0.054 0.993 -1.006
H 3.582445 -0.826552 -0.518523 0.994 -2.056 1.462
H 3.130546 0.822645 -0.671970 0.285 1.188 0.822
H 3.328020 -0.110062 -2.052640 1.957 0.237 -1.174
C -1.037429 -0.819743 1.268716 -3.170 3.661 0.830
C -0.290501 -1.264978 2.442317 2.624 -3.949 -0.588
C -1.349898 1.107328 -0.270785 -0.307 2.878 -0.782
N -0.683243 0.589666 0.797954 0.908 -3.072 2.533
N -2.056944 0.319916 -1.118371 0.570 -3.049 -1.158
N -1.382907 2.457920 -0.732498 2.705 0.462 2.082
H -0.892345 -1.621062 0.593643 -0.314 -0.124 -1.691
H -2.138063 -0.664139 1.621573 1.404 -1.085 -1.011
H 0.802640 -1.053946 2.346887 -0.697 0.069 0.287
H -0.324539 -2.456435 2.370853 0.238 2.255 0.248
H 0.048432 0.921804 1.432752 -0.480 0.713 -1.445
H -2.316665 -0.602852 -0.860067 0.645 -0.914 0.817
H -2.886521 0.581956 -1.549224 -1.617 1.970 -0.771
H -0.803502 3.138866 -0.156572 -1.652 -1.153 -1.286
H -2.221102 2.782382 -1.188080 -0.266 0.256 0.424
H -0.653718 -1.125936 3.405807 -0.639 1.121 1.599
```
Positions in Å, forces in eV/Å.

Its gap between HOMO and LUMO (alpha / beta) is 4.6 / 9.8 eV. The value obtained for the HOMO energy (alpha / beta) is -3.603 / -8.939 eV. For the total energy, the calculation gives -9910.348 eV. As for the charge: 0. The LUMO energy (alpha / beta) is 1.0 / 0.9 eV. The spin multiplicity is 2.

Here are the Mulliken charges for atoms 1 to 6, given in e:
1 C -0.40
2 C -1.08
3 H 0.11
4 H 0.37
5 H -0.02
6 H 0.34

---

Values of ΔE to the lowest compared entry with this formula, charge and spin, in order: 90.9 191.1 97.8 235.2, all in kJ/mol.